Record 1
One molecule with the formula C20H19N3O4 at a distorted geometry, computed with the ωB97M-V functional and the def2-TZVPD basis.

Output
* orbital gap: 9.098 eV
* E_tot: -1238.79735 Ha
* ΔE to the lowest compared entry with this formula, charge and spin: 1.775 eV
* structure (SMILES): Cc1cccc(/C(N)=N/OC(=O)CCCN2C(=O)c3ccccc3C2=O)c1

```
46
Properties=species:S:1:pos:R:3:nbo_charge:R:1
C -6.15 -0.89 0.19 -0.630
C -4.79 -0.29 0.01 -0.002
C -4.65 1.05 -0.33 -0.196
C -3.40 1.62 -0.48 -0.221
C -2.26 0.85 -0.32 -0.125
C -2.38 -0.49 0.01 -0.097
C -1.16 -1.31 0.18 0.416
N -1.24 -2.61 -0.22 -0.800
N -0.18 -0.73 0.75 -0.227
O 1.01 -1.46 0.95 -0.389
C 1.72 -1.84 -0.12 0.777
O 1.36 -1.68 -1.26 -0.613
C 3.01 -2.51 0.31 -0.519
C 4.18 -2.01 -0.53 -0.403
C 4.68 -0.65 -0.03 -0.223
N 3.61 0.32 0.04 -0.490
C 3.10 0.99 -1.07 0.677
O 3.53 0.88 -2.19 -0.546
C 2.01 1.85 -0.54 -0.055
C 1.17 2.72 -1.19 -0.194
C 0.24 3.41 -0.42 -0.205
C 0.16 3.21 0.95 -0.197
C 1.01 2.33 1.60 -0.139
C 1.94 1.66 0.84 -0.139
C 2.98 0.68 1.23 0.699
O 3.29 0.26 2.31 -0.557
C -3.64 -1.06 0.17 -0.213
H -6.09 -1.97 0.32 0.214
H -6.78 -0.68 -0.66 0.220
H -6.62 -0.47 1.08 0.222
H -5.54 1.65 -0.46 0.209
H -3.32 2.66 -0.74 0.212
H -1.28 1.28 -0.44 0.226
H -1.96 -2.85 -0.88 0.401
H -0.39 -3.15 -0.29 0.403
H 2.87 -3.58 0.14 0.239
H 3.17 -2.34 1.37 0.242
H 3.85 -1.91 -1.57 0.237
H 5.01 -2.71 -0.49 0.215
H 5.45 -0.26 -0.70 0.224
H 5.08 -0.74 0.98 0.228
H 1.23 2.86 -2.26 0.234
H -0.44 4.11 -0.89 0.218
H -0.58 3.75 1.52 0.220
H 0.95 2.16 2.67 0.234
H -3.73 -2.10 0.45 0.213
```

=====

Record 2
One molecule with the formula C20H19N5O2, computed with the ωB97M-V functional and the def2-TZVPD basis.

Output
* orbital gap: 9.504 eV
* E_tot: -1197.88452 Ha
* ΔE to the lowest compared entry with this formula, charge and spin: 0.000 eV
* structure (SMILES): CCCc1nc(NC(=O)c2ccccc2)nc(NC(=O)c2ccccc2)n1

```
46
Properties=species:S:1:pos:R:3:nbo_charge:R:1
C -0.10 -2.23 -0.68 -0.610
C -0.68 -1.99 0.71 -0.388
C 0.15 -0.98 1.50 -0.456
C 0.12 0.37 0.86 0.513
N 1.29 0.93 0.58 -0.556
C 1.23 2.14 0.05 0.605
N 2.39 2.79 -0.27 -0.615
C 3.69 2.32 -0.20 0.672
O 4.62 3.09 -0.24 -0.549
C 3.84 0.84 -0.16 -0.039
C 3.35 0.06 -1.20 -0.207
C 3.54 -1.31 -1.18 -0.204
C 4.20 -1.91 -0.12 -0.212
C 4.70 -1.13 0.91 -0.208
C 4.54 0.24 0.89 -0.201
N 0.11 2.83 -0.18 -0.558
C -1.01 2.16 0.12 0.606
N -2.16 2.86 -0.10 -0.618
C -3.47 2.42 0.02 0.671
O -4.36 3.22 0.16 -0.549
C -3.69 0.96 -0.11 -0.048
C -4.48 0.29 0.81 -0.201
C -4.76 -1.06 0.64 -0.200
C -4.26 -1.73 -0.46 -0.208
C -3.49 -1.06 -1.40 -0.216
C -3.20 0.28 -1.22 -0.202
N -1.06 0.94 0.63 -0.561
H 0.93 -2.57 -0.61 0.206
H -0.68 -2.97 -1.21 0.211
H -0.11 -1.30 -1.25 0.199
H -1.70 -1.62 0.62 0.222
H -0.70 -2.93 1.26 0.205
H -0.27 -0.88 2.50 0.234
H 1.19 -1.29 1.57 0.227
H 2.29 3.78 -0.48 0.429
H 2.83 0.53 -2.02 0.215
H 3.16 -1.91 -1.99 0.215
H 4.33 -2.98 -0.10 0.215
H 5.23 -1.60 1.73 0.217
H 4.93 0.86 1.68 0.223
H -2.04 3.85 -0.24 0.429
H -4.87 0.83 1.66 0.225
H -5.36 -1.58 1.37 0.216
H -4.48 -2.78 -0.60 0.216
H -3.12 -1.58 -2.27 0.218
H -2.61 0.81 -1.96 0.216
```

=====

Record 3
One molecule with the formula C20H19N5O3S2 at a distorted geometry, computed with the ωB97M-V functional and the def2-TZVPD basis.

Output
* orbital gap: 8.576 eV
* E_tot: -2069.42569 Ha
* ΔE to the lowest compared entry with this formula, charge and spin: 1.260 eV
* structure (SMILES): COc1cccc(N2C[C@H](C(=O)Nc3nnc(SCc4ccccn4)s3)CC2=O)c1

```
49
Properties=species:S:1:pos:R:3:nbo_charge:R:1
C 8.55 0.35 1.66 -0.251
O 7.30 -0.23 1.38 -0.496
C 6.40 0.49 0.64 0.312
C 6.62 1.77 0.15 -0.330
C 5.62 2.39 -0.59 -0.171
C 4.42 1.76 -0.85 -0.257
C 4.20 0.47 -0.37 0.169
N 2.99 -0.20 -0.61 -0.430
C 2.61 -1.36 0.18 -0.206
C 1.13 -1.58 -0.13 -0.338
C 0.78 -3.05 -0.16 0.719
O 1.58 -3.95 -0.21 -0.579
N -0.57 -3.36 -0.17 -0.635
C -1.67 -2.56 -0.09 0.238
N -1.69 -1.27 -0.02 -0.327
N -2.91 -0.75 0.05 -0.304
C -3.86 -1.62 0.02 -0.148
S -5.55 -1.27 0.08 0.353
C -5.40 0.55 0.16 -0.545
C -6.80 1.08 0.20 0.195
C -7.08 2.44 0.25 -0.241
C -8.40 2.83 0.28 -0.158
C -9.40 1.86 0.26 -0.261
C -9.01 0.53 0.20 0.054
N -7.75 0.16 0.18 -0.440
S -3.29 -3.29 -0.09 0.320
C 0.97 -0.94 -1.52 -0.493
C 2.10 0.07 -1.60 0.696
O 2.19 0.94 -2.44 -0.597
C 5.20 -0.16 0.37 -0.268
H 9.11 0.57 0.75 0.176
H 8.44 1.27 2.26 0.175
H 9.09 -0.39 2.24 0.199
H 7.54 2.30 0.33 0.218
H 5.79 3.38 -0.97 0.214
H 3.66 2.25 -1.44 0.251
H 2.79 -1.17 1.24 0.211
H 3.19 -2.24 -0.12 0.219
H 0.49 -1.07 0.58 0.262
H -0.76 -4.35 -0.22 0.421
H -4.83 0.81 1.05 0.247
H -4.85 0.89 -0.72 0.249
H -6.28 3.16 0.26 0.222
H -8.66 3.88 0.32 0.220
H -10.44 2.13 0.28 0.223
H -9.74 -0.27 0.19 0.197
H 0.01 -0.45 -1.65 0.261
H 1.11 -1.67 -2.32 0.233
H 5.08 -1.16 0.76 0.221
```